ORCA calculation (the ωB97M-V functional and the def2-TZVPD basis) on C31H45FeN12O7 as an isolated structure.

Properties
Relative energy (zero: lowest compared OMol25 entry of this formula, charge and spin): 0.0 kJ/mol
Total charge: +2
Max |F|: 0.7 eV/Å
2S+1: 6
Frontier orbital gap (spin up / spin down): 7.337 / 6.073 eV

Structure (XYZ):
```
96
Properties=species:S:1:pos:R:3:forces:R:3:lowdin_spin:R:1
C 2.5706 -1.1008 -1.7312 -0.2 -0.3 0.0 0.00
O -0.4361 -0.2636 1.6609 -0.1 0.1 -0.7 0.06
N -1.1918 -1.0501 -1.0821 0.2 -0.2 0.1 0.22
H 1.1089 6.2419 1.3409 0.0 0.0 0.0 0.00
H -3.9047 1.9974 -1.7056 0.0 0.0 0.0 0.00
C 0.7789 5.2390 1.6154 0.0 0.1 0.0 0.00
H -1.3039 -1.6057 -4.8400 0.0 0.0 0.0 0.00
C 0.1975 -0.0957 5.7171 0.0 0.0 -0.2 0.00
C 3.1042 1.2248 -1.3812 0.0 0.1 0.1 0.01
H -3.1067 -2.8798 -1.1767 0.0 0.0 -0.1 0.01
C -2.2148 -3.1912 -0.6513 0.0 0.1 0.0 0.16
C 2.1559 3.9807 0.0238 0.2 -0.1 -0.1 0.00
H -0.3650 6.2477 -0.6178 0.0 0.0 0.0 0.00
H -5.0824 0.7255 -2.0415 0.0 0.0 0.0 0.00
H 2.3346 -4.1700 -1.5575 0.0 0.0 0.0 0.00
O 1.0939 0.8460 7.5908 0.3 0.3 0.2 0.00
C 2.3065 -3.6883 1.5650 -0.1 0.0 0.0 0.01
C -1.2077 -1.7847 -3.7703 0.2 0.0 0.0 0.00
H 3.3714 -2.0617 0.6604 0.0 0.0 0.0 0.00
C 0.0989 -2.7558 0.0810 0.2 0.0 0.1 0.02
N 3.2124 0.0093 -2.1474 0.0 -0.1 -0.1 0.00
O -0.2010 -0.8571 7.8292 -0.2 -0.3 0.2 0.00
N -1.8048 -2.0603 3.3074 0.5 0.0 -0.4 0.00
O 1.8408 2.6595 3.1841 0.0 -0.3 -0.1 0.01
H -2.0561 6.1730 -1.1217 0.0 0.0 0.0 0.00
C 1.3538 -2.1186 -0.0278 -0.2 -0.1 0.1 0.02
N 0.8225 4.3343 0.4678 -0.2 -0.2 0.1 0.01
H -1.1585 2.3890 -1.0496 0.1 0.1 0.0 0.00
H -4.2302 0.6189 0.3762 0.0 0.0 0.0 0.00
C -1.0913 -2.3038 -0.6096 -0.2 0.3 -0.1 0.08
H 4.7181 0.3837 -3.5816 0.0 0.0 0.0 0.00
H -1.1467 -1.7709 5.8242 0.0 0.0 0.0 0.00
O -2.5602 -1.7032 2.4274 -0.3 0.0 0.0 0.00
H 4.5777 -2.7815 -3.5689 0.0 0.0 0.0 0.00
H -0.2264 5.2910 2.0202 0.0 0.0 0.0 0.00
C 2.4280 -2.5887 0.7286 -0.1 0.1 0.0 0.07
H -3.6001 -2.5911 -4.0508 0.0 0.0 0.0 0.00
C 0.0143 -3.9428 0.8609 0.1 0.1 0.0 0.00
C -0.8550 -1.0774 3.8247 -0.2 0.1 0.3 0.00
H 1.0124 -5.2658 2.2261 0.0 0.0 0.0 0.00
H 3.1214 1.0519 -3.9533 0.0 0.0 0.0 0.00
N -3.1902 0.0818 -1.3379 0.0 0.0 -0.1 0.00
C 2.1522 -3.4590 -2.3671 0.0 0.0 -0.1 0.00
H -2.4745 0.8757 0.4974 0.0 -0.1 0.0 0.00
H -3.2282 3.9969 -0.9548 0.0 0.0 0.0 0.00
C -1.1601 -4.7318 0.8373 0.0 0.0 0.0 0.25
H -3.7242 1.0081 -3.1523 0.0 0.0 -0.1 0.00
C -0.2078 -0.2061 2.9079 0.2 0.1 0.2 0.01
C 3.6458 0.1932 -3.5286 0.0 0.0 0.0 0.00
N -0.3205 2.5006 -0.4831 -0.1 -0.4 -0.2 0.04
H -1.1911 -5.6355 1.4291 0.0 0.0 0.0 0.01
C -2.2449 -4.3701 0.0507 0.0 0.1 0.0 0.03
H -3.3544 4.5764 0.7056 0.0 0.0 0.0 0.00
C -2.2790 -0.7305 -1.8605 -0.1 -0.2 0.0 0.03
H 2.3747 -3.9502 -3.3147 0.0 0.0 0.0 0.00
N 1.5490 -1.0141 -0.8789 0.3 0.4 0.0 0.03
H 3.9375 1.8776 -1.6399 0.0 0.0 0.0 0.00
C 0.6911 0.7050 3.5395 -0.1 0.1 0.0 0.00
H 2.1772 3.9234 -1.0623 0.0 0.0 0.0 0.00
N 1.4443 1.6176 2.7236 0.0 -0.1 0.0 0.00
C -2.7457 3.9765 0.0273 0.0 0.0 0.0 0.00
H 2.5050 3.0489 0.4663 0.0 0.1 -0.1 0.00
H -1.1565 -2.8622 -3.6010 0.0 0.0 0.0 0.00
C 1.1135 -4.3794 1.6163 0.0 0.0 0.0 0.09
C -3.6388 -1.5402 -3.7599 -0.1 0.1 0.0 0.00
C 0.8608 0.7980 4.9140 0.0 -0.1 0.0 0.00
C -1.3629 5.9574 -0.3068 0.0 0.0 0.1 0.00
C 4.4064 -2.5566 -2.5153 0.0 0.0 0.0 0.00
C -4.0287 0.9944 -2.1124 -0.1 -0.1 0.0 0.00
N -2.3706 -1.2126 -3.1077 0.0 0.1 0.2 0.01
H -1.6568 6.5523 0.5590 0.0 0.0 0.0 0.00
H 2.8278 4.7782 0.3333 0.0 0.0 0.0 0.00
H 4.7090 -3.4253 -1.9263 0.0 0.0 0.0 0.00
H 3.4082 -0.6819 -4.1233 0.0 -0.1 0.0 0.00
H 3.1550 1.0112 -0.3159 0.0 0.0 0.0 0.00
H -2.7192 2.9613 0.4117 0.0 0.0 0.0 0.00
H 1.5214 1.5359 5.3482 0.0 0.0 0.0 0.00
O 1.6967 1.2704 1.5510 0.1 0.2 0.1 0.02
H 3.1495 -4.0086 2.1604 0.0 0.0 0.0 0.00
H 5.0221 -1.7143 -2.2216 0.0 0.1 0.0 0.00
H -3.7974 -0.9402 -4.6555 0.0 0.0 0.0 0.00
C -0.2906 3.7497 -0.0190 -0.2 0.3 0.1 0.01
C -3.2553 0.2121 0.1198 0.0 0.0 0.1 0.00
N 0.3816 -0.0320 7.1701 -0.1 0.0 -0.2 0.00
H -0.2978 -1.3133 -3.4056 0.0 0.0 0.0 0.00
C -0.6501 -1.0573 5.1796 0.0 0.0 0.0 0.00
H 1.4408 4.8506 2.3892 0.0 0.0 -0.1 0.00
N -1.4092 4.5274 -0.0221 0.1 -0.1 0.0 0.01
O -1.7378 -3.1821 3.7487 -0.1 -0.3 0.3 0.00
H -4.4720 -1.4087 -3.0790 0.0 0.1 0.1 0.00
N 2.9960 -2.2835 -2.2552 0.1 0.1 0.0 0.01
H 1.1066 -3.1755 -2.3578 -0.1 0.0 0.0 0.00
H 2.1775 1.7587 -1.6133 0.0 0.1 0.0 0.00
H -3.1352 -0.7552 0.6008 0.0 0.2 -0.1 0.00
Fe 0.3015 0.5691 -0.0081 0.1 -0.3 0.3 3.73
H -3.1315 -4.9870 0.0329 0.0 0.0 0.0 0.00
```
Positions in Å, forces in eV/Å.